# 1
{
  "formula": "C5H27NO10",
  "method": "wB97M-V/def2-TZVPD",
  "elements": ["C", "C", "C", "C", "N", "C", "O", "O", "H", "H", "H", "H", "H", "H", "H", "H", "H", "H", "H", "O", "H", "H", "O", "H", "H", "O", "H", "H", "O", "H", "H", "O", "H", "H", "O", "H", "H", "O", "H", "H", "O", "H", "H"],
  "positions_angstrom": [[-0.047, -1.078, -3.366], [-0.681, -0.972, -1.984], [-1.644, 0.208, -1.918], [0.391, -0.769, -0.908], [1.280, -1.923, -0.790], [1.274, -2.757, 0.257], [0.712, -2.612, 1.335], [2.024, -3.847, 0.016], [0.536, -0.178, -3.590], [-0.815, -1.161, -4.133], [0.591, -1.961, -3.469], [-1.231, -1.882, -1.737], [-2.135, 0.279, -0.949], [-2.391, 0.131, -2.711], [-1.116, 1.152, -2.067], [0.975, 0.116, -1.162], [-0.059, -0.575, 0.056], [1.711, -2.251, -1.643], [2.034, -4.379, 0.817], [2.167, 1.735, 2.022], [1.700, 0.900, 2.316], [2.614, 2.046, 2.824], [-2.300, -1.634, 1.780], [-1.886, -0.763, 1.961], [-1.549, -2.212, 1.578], [-0.081, 3.029, 1.124], [0.787, 2.781, 1.488], [0.123, 3.198, 0.184], [-1.542, 1.028, 2.163], [-1.086, 1.820, 1.789], [-2.503, 1.172, 2.134], [-4.161, 0.416, 1.559], [-4.601, 0.421, 0.710], [-3.755, -0.470, 1.669], [3.223, 1.527, -0.494], [3.009, 1.676, 0.453], [3.126, 0.586, -0.653], [0.761, -0.306, 2.943], [0.750, -1.134, 2.427], [-0.136, 0.082, 2.939], [1.065, 3.033, -1.416], [1.899, 2.555, -1.177], [0.968, 2.974, -2.377]],
  "lowdin_charge": [-0.070, -0.407, -0.059, -0.142, 0.110, -0.581, 0.047, 0.126, 0.086, 0.080, 0.071, 0.141, 0.071, 0.083, 0.075, 0.107, 0.111, 0.142, 0.126, -0.082, 0.027, 0.086, -0.070, -0.002, 0.029, -0.071, 0.011, 0.021, -0.097, 0.022, 0.033, -0.059, 0.046, 0.019, -0.062, 0.018, 0.035, -0.054, 0.018, 0.029, -0.081, 0.015, 0.052],
  "relative_energy_kj_mol": 0.0,
  "homo_lumo_gap_ha": 0.39994,
  "total_energy_ev": -27591.4832,
  "max_force_ev_per_a": 0.67,
  "smiles": "CC(C)CNC(=O)O.O.O.O.O.O.O.O.O",
  "e_homo_ev": -10.61
}

# 2
{
  "formula": "C5H27NO11",
  "method": "wB97M-V/def2-TZVPD",
  "elements": ["C", "C", "O", "N", "C", "C", "C", "O", "H", "H", "H", "H", "H", "H", "H", "H", "H", "O", "H", "H", "O", "H", "H", "O", "H", "H", "O", "H", "H", "O", "H", "H", "O", "H", "H", "O", "H", "H", "O", "H", "H", "O", "H", "H"],
  "positions_angstrom": [[1.218, -2.074, 1.745], [0.993, -0.965, 0.844], [1.392, 0.201, 1.034], [-0.052, -1.033, -0.093], [-0.266, -2.342, -0.805], [-1.548, -3.102, -0.224], [-0.419, -2.250, -2.355], [0.467, -2.516, -3.105], [1.929, -2.712, 1.154], [0.329, -2.675, 1.916], [1.366, -1.860, 2.825], [-0.226, -0.256, -0.693], [0.603, -2.951, -0.678], [-1.625, -2.790, 0.817], [-2.492, -2.742, -1.002], [-1.535, -4.286, -0.350], [-1.419, -1.978, -2.800], [0.855, 2.790, -0.949], [1.334, 2.218, -0.391], [1.096, 2.499, -1.975], [-1.146, 1.734, 0.414], [-0.771, 1.451, 1.183], [-0.414, 2.113, -0.026], [-3.203, 3.174, -0.635], [-3.394, 3.928, -0.084], [-2.725, 2.535, -0.046], [0.386, 1.308, 3.129], [0.648, 1.809, 3.769], [1.085, 1.235, 2.427], [0.952, 2.144, -3.519], [0.712, 1.130, -3.776], [1.873, 2.109, -3.847], [-3.159, 0.668, -2.204], [-3.403, 1.508, -2.220], [-3.703, 0.248, -1.549], [-1.603, -0.186, 4.120], [-1.384, -1.110, 3.952], [-0.811, 0.401, 4.004], [3.755, -1.361, -2.220], [3.995, -1.507, -1.288], [3.476, -2.322, -2.522], [2.339, 2.509, 2.263], [2.379, 1.992, 1.484], [2.117, 3.314, 2.272]],
  "lowdin_charge": [0.014, -0.448, -0.014, 0.131, -0.303, -0.047, -0.225, 0.069, 0.117, 0.077, 0.118, 0.116, 0.108, 0.045, 0.135, 0.109, 0.132, -0.101, -0.032, 0.079, -0.002, -0.028, -0.032, -0.083, 0.024, 0.014, -0.022, -0.042, 0.026, -0.081, 0.158, 0.072, 0.001, -0.070, 0.037, -0.097, 0.011, -0.002, -0.119, 0.022, 0.094, 0.070, 0.019, -0.047],
  "relative_energy_kj_mol": 462.7,
  "homo_lumo_gap_ha": 0.37678,
  "total_energy_ev": -29632.1304,
  "max_force_ev_per_a": 10.05,
  "smiles": "CC(=O)N[C@@H](C)C=O.O.O.O.O.O.O.O.O.O",
  "e_homo_ev": -10.24
}

# 3
{
  "formula": "C5H27NO9",
  "method": "wB97M-V/def2-TZVPD",
  "elements": ["C", "C", "C", "C", "C", "N", "O", "H", "H", "H", "H", "H", "H", "H", "H", "H", "H", "H", "O", "H", "H", "O", "H", "H", "O", "H", "H", "O", "H", "H", "O", "H", "H", "O", "H", "H", "O", "H", "H", "O", "H", "H"],
  "positions_angstrom": [[-0.382, 2.689, -1.752], [-1.362, 1.544, -1.329], [-1.106, 0.168, -1.912], [-0.127, -0.688, -1.079], [-0.504, -2.155, -1.090], [0.542, -2.964, -0.778], [-1.611, -2.628, -1.283], [-0.836, 3.597, -1.367], [-0.380, 2.698, -2.839], [0.602, 2.497, -1.327], [-1.360, 1.619, -0.241], [-2.363, 1.849, -1.608], [-2.054, -0.346, -1.992], [-0.743, 0.286, -2.936], [0.882, -0.554, -1.459], [-0.196, -0.381, -0.035], [0.329, -3.946, -0.729], [1.507, -2.665, -0.772], [3.141, -0.645, 0.785], [3.671, -1.254, 1.313], [2.260, -0.795, 1.185], [3.515, 2.285, 0.732], [3.494, 2.243, -0.227], [3.275, 1.389, 1.022], [3.430, -1.741, -1.940], [3.054, -0.980, -2.406], [3.729, -1.404, -1.081], [-2.425, 0.574, 2.160], [-1.496, 0.884, 2.098], [-2.846, 1.387, 2.464], [-4.048, -0.625, 0.030], [-3.340, -1.208, -0.299], [-3.845, -0.534, 0.968], [-1.417, -1.967, 1.942], [-1.703, -2.345, 1.096], [-1.948, -1.147, 2.005], [0.945, -0.830, 2.266], [0.945, 0.063, 2.639], [0.050, -1.174, 2.458], [-0.039, 2.152, 1.980], [0.463, 2.938, 2.256], [0.294, 2.114, 1.082]],
  "lowdin_charge": [-0.089, -0.257, -0.181, -0.095, -0.546, 0.185, 0.040, 0.070, 0.068, 0.055, 0.070, 0.105, 0.093, 0.117, 0.102, 0.098, 0.115, 0.077, -0.074, 0.070, -0.003, -0.070, 0.025, -0.006, -0.069, 0.037, 0.006, -0.063, 0.017, 0.079, -0.058, 0.010, 0.001, -0.049, 0.042, 0.009, -0.068, 0.045, 0.020, -0.041, 0.083, 0.027],
  "relative_energy_kj_mol": 35.0,
  "homo_lumo_gap_ha": 0.37542,
  "total_energy_ev": -25542.3337,
  "max_force_ev_per_a": 1.89,
  "smiles": "CCCCC(N)=O.O.O.O.O.O.O.O.O",
  "e_homo_ev": -10.23
}

# 4
{
  "formula": "C5H28NO10S",
  "method": "wB97M-V/def2-TZVPD",
  "elements": ["C", "C", "S", "C", "N", "C", "C", "O", "H", "H", "H", "H", "H", "H", "H", "H", "H", "H", "H", "H", "O", "H", "H", "O", "H", "H", "O", "H", "H", "O", "H", "H", "O", "H", "H", "O", "H", "H", "O", "H", "H", "O", "H", "H", "O"],
  "positions_angstrom": [[-2.292, -0.088, 0.779], [-2.671, 1.132, -0.059], [-1.720, 1.266, -1.562], [-0.890, 0.224, 1.308], [0.274, -0.211, 0.754], [0.207, -0.830, -0.541], [1.502, 0.593, 1.114], [-0.862, 1.110, 2.200], [-2.186, -0.844, 0.056], [-3.042, -0.301, 1.552], [-3.789, 0.849, -0.235], [-2.648, 2.221, 0.303], [0.187, -0.084, -1.365], [1.152, -1.579, -0.609], [-0.678, -1.406, -0.591], [1.555, 1.285, 0.282], [2.442, -0.047, 1.045], [1.519, 0.733, 2.184], [0.191, 4.246, -0.535], [-0.830, 5.067, -1.422], [0.045, 5.077, -0.877], [-1.757, 0.207, 4.312], [-0.786, 1.223, 4.953], [-1.425, 0.550, 5.176], [0.442, -1.349, -3.956], [-0.415, -2.467, -3.339], [0.444, -2.089, -3.286], [2.176, -1.190, 2.797], [2.940, 0.020, 3.435], [2.907, -0.930, 3.406], [-2.280, 0.265, -4.239], [-0.735, 0.188, -4.181], [-1.470, -0.140, -4.664], [2.478, -1.860, -0.392], [4.171, -1.300, -0.034], [3.503, -2.009, -0.048], [2.148, -4.880, 1.049], [2.667, -4.028, 0.177], [1.855, -4.477, 0.242], [1.932, 3.302, -0.641], [2.716, 4.517, -0.889], [2.851, 3.702, -0.488], [-2.787, -2.843, -1.176], [-1.630, -3.395, -0.258], [-2.184, -3.484, -0.932]],
  "lowdin_charge": [-0.204, -0.723, 0.376, -0.456, -0.127, -0.139, -0.008, -0.026, 0.033, 0.118, 0.072, 0.059, -0.001, 0.089, 0.033, 0.082, 0.071, 0.064, -0.057, 0.102, -0.078, 0.032, 0.012, -0.089, 0.048, 0.013, -0.060, 0.042, 0.014, -0.070, 0.027, -0.035, -0.117, 0.078, 0.041, -0.155, 0.026, -0.030, -0.032, 0.050, -0.020, -0.061, 0.007, -0.042, 0.038],
  "relative_energy_kj_mol": 415.7,
  "homo_lumo_gap_ha": 0.24111,
  "total_energy_ev": -38438.2929,
  "max_force_ev_per_a": 6.34,
  "charge": -1,
  "e_homo_ev": -3.97
}

# 5
{
  "formula": "C5H28NO11",
  "method": "wB97M-V/def2-TZVPD",
  "elements": ["C", "C", "C", "C", "N", "C", "O", "O", "H", "H", "H", "H", "H", "H", "H", "H", "H", "H", "H", "H", "O", "H", "H", "O", "H", "H", "O", "H", "H", "O", "H", "H", "O", "H", "H", "O", "H", "H", "O", "H", "H", "O", "H", "H", "O"],
  "positions_angstrom": [[-1.829, 0.446, 2.425], [-1.073, -0.873, 2.880], [0.421, -0.616, 3.180], [-1.279, -1.877, 1.762], [-1.299, 0.998, 1.175], [-2.231, 1.115, 0.096], [-3.444, 0.993, 0.421], [-1.945, 1.687, -0.991], [-1.644, 1.185, 3.184], [-2.929, 0.398, 2.316], [-1.687, -1.150, 3.765], [1.005, -1.495, 3.559], [0.411, -0.212, 4.195], [0.939, -0.169, 2.302], [-0.530, -1.594, 1.069], [-2.282, -1.892, 1.408], [-1.052, -2.875, 2.195], [-0.299, 1.093, 1.045], [-1.291, 1.102, -2.307], [-1.849, -0.248, -2.993], [-1.154, 0.404, -3.022], [1.314, -1.140, -0.928], [0.322, -2.307, -0.716], [1.099, -2.043, -1.203], [4.112, -0.923, 0.817], [3.134, 0.090, 1.304], [3.805, -0.508, 1.628], [-1.280, 4.288, 0.051], [-1.175, 3.119, -0.493], [-0.477, 3.800, -0.207], [-3.752, -1.780, -1.518], [-3.161, -0.269, -1.694], [-3.320, -1.148, -2.076], [2.329, -0.829, -3.436], [3.609, -1.471, -2.959], [3.300, -0.635, -3.318], [0.893, 2.603, 0.023], [2.044, 2.833, 0.898], [1.673, 2.131, 0.340], [0.583, -1.640, -3.202], [0.313, -0.386, -4.032], [0.861, -1.206, -4.025], [2.604, 0.888, -0.446], [3.282, 0.096, -1.709], [2.929, 0.022, -0.766]],
  "lowdin_charge": [-0.177, -0.406, -0.072, -0.082, 0.068, -0.697, -0.055, -0.094, 0.094, 0.115, 0.128, 0.084, 0.067, 0.074, 0.038, 0.070, 0.088, 0.089, 0.018, -0.011, -0.098, 0.016, 0.019, -0.053, 0.020, -0.020, -0.080, 0.056, 0.028, -0.114, 0.031, 0.020, -0.054, -0.006, 0.044, -0.092, 0.006, 0.077, -0.049, 0.023, 0.046, -0.079, 0.002, 0.046, -0.128],
  "relative_energy_kj_mol": 283.8,
  "homo_lumo_gap_ha": 0.32009,
  "total_energy_ev": -29654.9816,
  "max_force_ev_per_a": 3.97,
  "charge": -1,
  "e_homo_ev": -5.77
}

# 6
{
  "formula": "C5H28NO9S",
  "method": "wB97M-V/def2-TZVPD",
  "elements": ["C", "N", "C", "C", "C", "S", "C", "O", "H", "H", "H", "H", "H", "H", "H", "H", "H", "H", "H", "H", "H", "H", "O", "H", "H", "O", "H", "H", "O", "H", "H", "O", "H", "H", "O", "H", "H", "O", "H", "H", "O", "H", "H", "O"],
  "positions_angstrom": [[2.472, 0.036, 1.095], [0.993, 0.247, 1.268], [0.248, -0.837, 1.965], [-0.373, -1.860, 0.977], [0.734, -2.392, 0.021], [-0.092, -3.470, -1.215], [-0.935, -0.140, 2.872], [-1.927, 0.533, 2.135], [2.891, -0.580, 1.890], [2.955, 1.018, 1.024], [2.775, -0.334, 0.079], [-1.786, 1.437, 1.752], [0.940, -1.153, 2.728], [-0.756, -2.782, 1.389], [-1.207, -1.426, 0.407], [1.557, -2.744, 0.618], [1.206, -1.540, -0.475], [0.937, -3.518, -2.027], [-0.542, 0.454, 3.699], [-1.484, -1.000, 3.201], [0.561, 0.262, 0.278], [-0.358, -0.247, -1.789], [0.254, 0.351, -1.341], [0.996, 0.376, -2.312], [2.486, 0.962, -3.393], [1.853, 0.248, -3.265], [-2.163, 2.270, -2.908], [-0.683, 1.504, -2.935], [-1.336, 2.043, -2.485], [-4.285, -0.975, 0.391], [-3.865, 0.397, 0.910], [-4.607, -0.073, 0.471], [-0.755, 3.783, -1.964], [-1.158, 3.977, -0.551], [-1.214, 4.471, -1.394], [2.332, 2.104, 3.369], [1.215, 0.975, 2.806], [1.683, 1.426, 3.551], [-0.077, 2.302, 0.829], [-1.119, 2.056, -0.254], [-1.001, 2.491, 0.608], [3.113, -0.456, -2.621], [2.297, -1.806, -2.089], [3.173, -1.485, -2.309]],
  "lowdin_charge": [-0.101, -0.145, -0.283, -0.225, -0.563, 0.727, -0.190, -0.109, 0.081, 0.072, 0.072, 0.060, 0.125, 0.091, 0.101, 0.081, 0.009, -0.180, 0.102, 0.099, 0.064, 0.022, -0.246, 0.025, -0.015, -0.307, 0.062, 0.039, -0.067, 0.022, 0.020, -0.078, 0.028, -0.014, -0.131, 0.023, -0.030, -0.100, 0.063, 0.040, -0.055, 0.053, -0.050, -0.192],
  "relative_energy_kj_mol": 280.7,
  "homo_lumo_gap_ha": 0.31752,
  "total_energy_ev": -36392.0881,
  "max_force_ev_per_a": 4.03,
  "charge": -1,
  "e_homo_ev": -5.92
}

# 7
{
  "formula": "C5H29N2O8",
  "method": "wB97M-V/def2-TZVPD",
  "elements": ["C", "C", "C", "C", "C", "N", "N", "H", "H", "H", "H", "H", "H", "H", "H", "H", "H", "H", "H", "H", "H", "H", "O", "H", "H", "O", "H", "H", "O", "H", "H", "O", "H", "H", "O", "H", "H", "O", "H", "H", "O", "H", "H", "O"],
  "positions_angstrom": [[-0.650, 2.361, -2.734], [-0.564, 1.020, -1.967], [0.070, -0.071, -2.788], [-0.634, -1.481, -2.661], [-0.091, -3.233, -1.137], [-0.150, -2.008, -1.406], [0.252, 1.165, -0.695], [0.232, 3.004, -2.615], [-1.500, 2.895, -2.313], [-0.889, 2.173, -3.772], [-1.561, 0.773, -1.592], [0.217, 0.168, -3.843], [1.096, -0.262, -2.427], [-1.712, -1.381, -2.502], [-0.246, -2.029, -3.530], [0.238, -3.526, -0.132], [-0.140, -4.147, -1.724], [0.019, 2.001, -0.165], [1.264, 1.152, -0.805], [-0.026, 0.364, -0.092], [-4.001, 2.220, 1.311], [-3.430, 2.478, -0.143], [-3.383, 2.753, 0.785], [2.980, -3.344, 1.499], [2.134, -2.127, 1.952], [2.074, -3.008, 1.532], [3.021, -2.039, -0.445], [2.014, -0.879, -0.347], [2.846, -1.136, -0.758], [1.878, -0.067, 2.341], [2.459, -0.220, 3.742], [2.265, -0.726, 2.951], [-1.120, -2.846, 3.264], [0.102, -3.070, 2.161], [-0.649, -2.555, 2.471], [-1.754, 2.976, 2.438], [-1.194, 3.901, 1.458], [-0.916, 3.413, 2.248], [0.323, 2.155, 1.934], [1.887, 2.509, 1.912], [1.225, 1.865, 1.683], [-1.719, 0.152, 2.003], [-1.023, -1.118, 1.646], [-1.246, -0.224, 1.261]],
  "lowdin_charge": [-0.022, -0.325, -0.142, -0.182, -0.019, -0.040, 0.185, 0.096, 0.071, 0.086, 0.141, 0.118, 0.104, 0.126, 0.124, 0.051, 0.089, 0.123, 0.149, 0.095, 0.064, 0.047, -0.051, 0.067, -0.007, -0.074, 0.036, -0.014, -0.059, 0.026, 0.067, -0.046, 0.083, 0.022, -0.039, 0.040, 0.060, -0.042, 0.010, 0.065, -0.062, 0.042, 0.017, -0.079],
  "relative_energy_kj_mol": 198.8,
  "homo_lumo_gap_ha": 0.35825,
  "total_energy_ev": -25009.8578,
  "max_force_ev_per_a": 2.13,
  "charge": 1,
  "e_homo_ev": -12.48
}

# 8
{
  "formula": "C5H2Cl2S",
  "method": "wB97M-V/def2-TZVPD",
  "elements": ["S", "C", "C", "C", "Cl", "C", "C", "Cl", "H", "H"],
  "positions_angstrom": [[2.345, 1.741, -0.143], [1.054, 0.777, 0.033], [-0.433, 1.195, 0.109], [-1.187, 0.106, 0.098], [-2.902, -0.047, -0.192], [-0.374, -1.237, 0.064], [0.832, -0.788, 0.170], [2.245, -1.793, -0.146], [-0.783, 2.293, -0.031], [-0.798, -2.245, 0.038]],
  "lowdin_charge": [0.765, -0.735, -0.151, -0.658, 0.660, -0.096, -0.676, 0.623, 0.145, 0.124],
  "relative_energy_kj_mol": 88.4,
  "homo_lumo_gap_ha": 0.28296,
  "total_energy_ev": -41095.1263,
  "max_force_ev_per_a": 5.25,
  "smiles": "S=C1C=C(Cl)C=C1Cl",
  "e_homo_ev": -9.45
}